Molecular formula: C42H117N3O30
Method: DFT, the ωB97M-V functional and the def2-TZVPD basis

```
192
Properties=species:S:1:pos:R:3:lowdin_charge:R:1
N -13.41 -0.89 9.60 -0.05
C -17.78 2.24 12.06 -0.25
H -23.24 0.02 14.32 0.10
H -18.68 -0.95 16.38 0.12
H -21.50 2.47 11.56 0.02
H -20.65 1.08 17.98 0.05
H -14.72 1.53 15.47 0.11
O -22.54 -1.66 7.81 -0.25
H -12.94 -3.59 12.74 0.06
O -21.67 2.41 12.50 -0.14
H -24.93 -2.80 3.93 0.10
O -15.10 -4.32 12.95 -0.08
O -14.62 -0.14 19.53 -0.06
C -16.85 -0.54 19.60 -0.22
H -17.25 1.63 12.79 0.09
H -20.15 -4.27 12.79 0.09
H -15.36 -4.77 14.75 0.02
H -21.16 0.64 13.16 0.08
H -16.00 -3.34 16.08 0.10
H -21.47 2.28 21.18 0.10
H -12.42 -5.52 13.89 0.12
C -12.21 -3.40 6.81 -0.09
C -23.81 -1.67 5.77 -0.20
H -21.90 -2.37 13.26 0.11
C -12.94 2.50 12.07 -0.16
O -23.41 -3.57 13.08 -0.07
H -18.94 -4.52 10.78 0.08
C -18.49 -4.30 21.96 -0.21
C -25.51 -1.88 3.97 -0.16
C -18.40 -3.58 10.72 -0.09
C -22.04 -3.30 12.71 -0.22
H -21.73 -3.43 19.86 0.01
H -23.95 -1.07 2.61 0.11
C -22.06 1.10 12.76 -0.27
H -16.61 -3.78 21.99 0.10
H -13.74 -1.33 7.08 0.12
H -25.76 -1.71 6.01 0.10
H -14.77 -6.34 13.26 0.11
H -17.89 -0.96 11.85 0.10
H -22.39 2.97 18.76 0.11
H -18.30 0.23 14.34 0.13
H -18.69 -4.84 22.89 0.12
H -16.77 -5.20 7.51 0.09
H -15.10 -3.65 18.08 0.10
H -11.72 0.41 11.14 0.13
O -21.15 -4.51 14.68 -0.08
H -12.91 -3.96 6.20 0.08
H -23.64 -2.74 5.90 0.12
C -14.10 -2.23 7.58 -0.19
H -25.08 0.08 3.24 0.12
H -18.75 -5.88 14.11 0.06
H -23.18 -1.23 5.00 0.11
H -19.02 -8.30 15.17 0.11
H -17.40 -4.24 19.60 0.01
C -21.88 2.02 18.91 -0.20
O -17.70 -3.16 11.89 -0.21
H -16.68 1.05 20.82 0.09
H -18.25 -4.65 5.65 0.11
H -21.86 -2.26 16.69 0.10
H -20.29 -5.07 21.30 0.12
H -15.70 -5.32 18.28 0.12
H -13.71 3.25 11.88 0.07
O -12.41 -4.26 12.30 -0.07
H -19.20 -2.85 10.66 0.07
H -12.18 -0.16 12.61 0.10
O -20.08 -2.22 15.61 -0.19
H -11.91 -0.88 14.79 0.05
C -21.15 -4.42 13.22 -0.21
H -19.55 0.94 21.05 0.06
H -19.31 -2.85 19.91 0.08
H -17.42 3.30 10.19 0.11
C -16.52 -1.45 13.23 -0.21
H -14.61 -0.27 11.02 0.09
O -17.17 -4.38 21.49 -0.08
C -25.31 -0.86 0.58 -0.10
H -14.62 -2.65 9.72 0.11
O -25.95 -1.15 1.83 -0.18
N -25.14 -1.35 5.30 -0.11
H -12.55 1.15 15.34 0.11
H -11.74 -2.54 6.34 0.08
H -16.17 -0.78 15.53 0.01
C -22.75 -2.23 22.05 -0.27
H -17.15 -4.67 16.23 0.10
H -18.44 -6.65 11.75 0.05
H -15.54 -1.93 13.20 0.11
H -19.77 -8.78 12.95 0.11
H -16.52 -0.37 13.10 0.10
C -17.18 -1.79 11.92 -0.18
H -21.57 -5.36 12.86 0.11
C -19.41 -0.98 15.58 -0.21
C -25.01 -0.93 2.82 -0.26
H -19.41 -2.97 7.91 0.09
C -16.91 2.64 10.89 -0.29
H -23.11 -4.48 21.49 0.10
H -11.42 -4.08 7.14 0.08
O -15.19 -5.02 15.66 -0.08
H -22.96 -0.97 20.67 0.08
H -23.03 1.75 14.60 0.11
H -12.47 -1.18 9.38 0.11
H -15.53 1.34 10.37 0.05
H -12.42 2.66 11.13 0.09
O -20.02 -3.46 20.12 -0.08
H -26.58 -2.06 3.88 0.12
C -19.45 -4.58 20.80 -0.19
O -24.47 1.26 13.20 -0.07
C -20.78 -2.35 16.82 -0.09
H -18.71 -5.38 7.18 0.11
H -16.58 -1.60 11.03 0.10
O -22.69 -3.34 19.85 -0.11
H -15.38 -1.26 9.09 0.10
H -23.43 -3.65 14.03 0.07
O -17.08 -4.31 7.32 -0.07
H -13.15 0.36 16.81 0.11
O -18.34 -6.49 14.73 -0.07
H -19.16 -5.40 20.14 0.13
O -21.04 1.93 17.75 -0.08
C -23.25 1.00 13.84 -0.24
H -18.11 3.14 12.58 0.11
H -16.06 3.05 11.44 0.10
N -17.43 -1.65 14.34 -0.05
H -22.57 1.19 19.02 0.11
H -20.50 -1.71 17.66 0.09
H -12.30 -6.17 12.24 0.12
O -20.65 -3.76 6.54 -0.05
H -14.54 -5.85 11.68 0.12
H -22.31 -0.23 9.42 0.06
H -17.59 -1.32 19.70 0.10
C -22.19 -1.27 9.11 -0.12
H -16.95 -0.05 18.63 0.12
H -21.70 -1.98 21.90 0.11
H -12.42 2.86 12.96 0.09
C -14.42 -1.78 9.10 -0.20
C -18.65 -0.80 14.33 -0.17
H -15.42 -2.00 19.13 0.09
H -17.73 -2.60 14.51 0.11
C -14.56 0.48 15.23 -0.21
C -18.32 -4.47 6.72 -0.26
H -15.92 -4.25 12.45 0.07
C -19.37 -3.31 6.88 -0.26
H -15.38 -1.57 20.86 0.13
O -12.60 -0.99 15.45 -0.07
H -21.81 -3.18 11.66 0.11
O -19.01 1.71 11.56 -0.17
H -13.53 -1.62 11.66 0.11
O -16.43 1.56 10.13 -0.10
C -20.93 2.17 20.24 -0.19
H -23.02 -1.71 9.66 0.09
H -18.46 -3.26 22.28 0.13
C -12.63 0.26 11.71 -0.19
H -21.18 -1.65 9.29 0.07
H -19.31 2.13 10.75 0.01
O -23.27 -1.04 21.58 -0.07
H -22.97 -2.32 23.11 0.11
H -24.55 -1.63 0.44 0.09
H -23.21 0.15 6.95 0.11
H -20.11 -7.06 13.08 0.10
H -20.05 -0.11 15.74 0.13
C -23.50 -0.89 7.10 -0.21
H -20.75 -3.40 17.08 0.09
C -19.32 -7.80 13.07 -0.20
H -26.02 -0.96 -0.25 0.08
C -15.98 -4.30 18.04 -0.16
H -24.36 -3.25 21.13 0.11
C -13.62 -0.72 11.06 -0.17
O -15.64 -0.14 16.01 -0.09
O -20.24 0.92 20.39 -0.10
H -20.30 3.04 20.11 0.11
H -14.72 0.39 14.16 0.09
H -24.84 2.03 13.64 0.08
H -24.38 -0.77 7.72 0.11
C -16.14 -4.35 16.48 -0.23
H -19.25 -1.01 13.44 0.12
H -17.54 -8.35 14.27 0.12
O -13.47 1.26 12.21 -0.19
H -17.78 -3.44 9.83 0.08
O -18.49 -7.60 11.89 -0.07
H -18.92 -2.42 6.44 0.11
O -17.18 -3.81 18.77 -0.09
O -17.20 0.25 20.76 -0.08
H -20.62 -3.75 14.94 0.02
O -13.02 -3.01 7.91 -0.24
H -14.88 -2.81 7.09 0.11
C -12.81 -5.44 12.87 -0.24
C -15.51 -1.18 19.85 -0.23
C -23.29 -3.44 21.19 -0.16
H -21.26 -3.16 6.98 0.05
C -14.35 -5.51 12.70 -0.20
C -13.15 0.33 15.72 -0.21
C -18.49 -7.82 14.35 -0.24
H -15.06 0.27 18.78 0.06
H -24.86 0.12 0.47 0.09
H -22.20 0.55 11.83 0.10
```

Frontier orbital gap (spin up / spin down) (eV): 1.2 / 8.4
Largest force on an atom (eV/Å): 3.81
⟨S²⟩: 0.75
Spin multiplicity: 2
LUMO energy (spin up / spin down) (eV): 1.58 / 1.57
Total charge: -1